[1]
C10H10Cl3KN2O2S | ωB97M-V/def2-TZVPD

Each line ends with the Löwdin charge.
CARTESIAN COORDINATES (ANGSTROEM)
K 0.2548 -0.5274 -2.0523  0.731
O -0.4423 -0.2024 0.3185  -0.333
N -1.4341 -0.6556 1.0445  -0.264
C -1.5290 -0.1981 2.3140  -0.062
C -2.5398 -0.5701 3.1586  -0.083
C -3.5050 -1.4613 2.6787  -0.094
C -3.3961 -1.9216 1.3929  -0.129
C -2.3534 -1.5311 0.5229  -0.780
S -2.2689 -2.0887 -1.0893  0.473
H -0.7448 0.4888 2.5921  0.125
H -2.5689 -0.1721 4.1621  0.098
H -4.3216 -1.7805 3.3126  0.102
H -4.1171 -2.6107 0.9768  0.094
Cl -3.9230 3.9286 -1.5412  0.621
C -2.9031 2.7229 -0.7352  -1.605
Cl -2.1063 3.4397 0.6727  0.629
Cl -3.8440 1.3148 -0.2714  0.692
C -1.8601 2.3062 -1.6855  -0.377
N -1.0444 1.9870 -2.4234  0.161
C 4.4109 1.0287 -1.1459  -0.010
C 3.9424 -0.2934 -1.6869  -0.484
C 4.7834 -1.4984 -1.3681  -0.010
O 2.9204 -0.3850 -2.3351  -0.033
H 5.4701 1.1776 -1.3584  0.087
H 4.2959 1.0220 -0.0593  0.096
H 3.8211 1.8405 -1.5624  0.087
H 5.8015 -1.3462 -1.7305  0.089
H 4.3577 -2.3916 -1.8165  0.086
H 4.8435 -1.6228 -0.2849  0.094

Cartesian forces (eV/Å) of the 3 atoms listed first:
K -0.10 -0.07 -0.01
O 0.06 0.10 -0.04
N 0.03 0.06 -0.02

Calculated values
HOMO level: -6.7 eV
E_LUMO: 0.16 eV
E_tot: -3025.72280 Eh
Kohn-Sham gap: 6.871 eV
largest force on an atom: 0.25 eV/A



[2]
C6H32NO9S | ωB97M-V/def2-TZVPD

Each line ends with the Löwdin charge.
CARTESIAN COORDINATES (ANGSTROEM)
C 0.7149 -1.9075 -0.1270  -0.309
C 2.2555 -1.5423 -0.0796  -0.650
S 2.9428 -1.9310 -1.7590  0.261
C -0.3086 -1.1246 0.7173  -0.238
N -1.0548 -0.1458 -0.0924  -0.186
C -0.5205 1.2197 0.2131  -0.264
C -1.0641 2.3671 -0.6302  -0.082
C -2.4505 -0.2974 0.2932  -0.127
H 0.1844 -1.7880 -1.1013  0.059
H 0.7324 -3.0109 0.0404  0.087
H 2.7939 -2.0395 0.7774  0.060
H 2.3313 -0.4114 0.0257  0.018
H -0.8377 -1.8763 1.3412  0.110
H 0.4712 -0.6345 1.4124  0.125
H 0.6506 1.4395 0.2414  0.114
H -0.7927 1.4441 1.2982  0.061
H -2.0635 2.4251 -0.3043  0.027
H -0.5961 3.3487 -0.2457  0.107
H -0.9908 2.3247 -1.7430  0.085
H -2.9284 -0.9850 -0.4777  0.097
H -2.7114 -0.5785 1.3849  0.104
H -3.2508 0.4974 0.2893  0.083
H 0.9665 0.4986 -1.6930  -0.009
H 1.7737 -0.3823 -2.6532  -0.057
O 1.3497 0.5328 -2.5658  -0.147
H -0.9782 -3.9622 0.2713  -0.003
H -1.7086 -3.7847 -1.1073  -0.001
O -1.6434 -3.5030 -0.1783  -0.063
H -0.4337 -3.8619 -2.7771  0.036
H -1.3801 -2.8208 -2.8850  0.055
O -1.3786 -3.8250 -2.8182  -0.068
H -0.4244 1.1029 3.0443  0.018
H -0.7284 -0.0736 3.8739  -0.045
O -1.2084 0.5254 3.4425  -0.081
H 2.9738 1.2689 -2.0320  0.001
H 4.3504 0.8619 -1.4079  0.034
O 3.6119 1.4455 -1.3470  -0.066
H 0.4456 2.7068 3.0295  0.063
H 1.6292 1.9595 2.2602  0.025
O 0.9390 1.8768 2.9833  -0.078
H -1.8531 2.1578 2.0151  -0.038
H -2.8626 2.2944 3.0548  0.043
O -2.3189 2.8634 2.4857  -0.075
H 2.7556 1.6079 0.0939  0.048
H 2.7629 3.0900 0.7680  0.091
O 2.3213 2.2046 0.8154  -0.132
H -1.0318 -0.7464 -2.0024  -0.007
H -0.4269 -0.0657 -3.1719  -0.020
O -1.0096 -0.7652 -2.9730  -0.066

Cartesian forces (eV/Å) of the 3 atoms listed first:
C -0.03 -1.04 -0.80
C -1.21 1.37 -1.01
S 0.44 -0.31 0.52

Calculated values
HOMO level: -3.7 eV
E_LUMO: 2.69 eV
total charge: -1
relative energy (zero: lowest compared OMol25 entry of this formula, charge and spin): 4.3612 eV
E_tot: -1377.86405 Eh
Kohn-Sham gap: 6.371 eV
largest force on an atom: 6.08 eV/A



[3]
NO4S | ωB97M-V/def2-TZVPD

Each line ends with the Löwdin charge.
CARTESIAN COORDINATES (ANGSTROEM)
N -1.7346 -0.3173 -0.1790  -0.030
O 0.7344 -0.7711 1.1643  -0.417
O -2.1657 0.7127 0.3095  -0.147
O 0.9537 1.3135 -0.0312  -0.406
O 1.4662 -0.8225 -1.1518  -0.408
S 0.7460 -0.1153 -0.1116  0.408

Cartesian forces (eV/Å) of the 3 atoms listed first:
N -0.33 3.86 1.55
O 0.11 -0.88 1.35
O 1.49 -3.69 -1.77

Calculated values
HOMO level (spin up / spin down): -3.1 / -4.1 eV
E_LUMO (spin up / spin down): 4.03 / 3.81 eV
total charge: -1
relative energy (zero: lowest compared OMol25 entry of this formula, charge and spin): 1.0632 eV
E_tot: -753.86615 Eh
Kohn-Sham gap (spin up / spin down): 7.124 / 7.908 eV
largest force on an atom: 4.36 eV/A



[4]
C30H24BrCl2F10N4Tc | ωB97M-V/def2-TZVPD

Each line ends with the Löwdin spin population.
CARTESIAN COORDINATES (ANGSTROEM)
Tc -0.8538 0.0141 -1.0018  -0.002
C -3.8003 1.1624 -1.5504  0.001
N -3.0955 0.0233 -0.9299  0.000
C -3.4871 -1.2284 -1.6249  0.000
C -2.5374 -2.3150 -1.2243  0.002
N -1.1571 -1.8276 -1.4694  0.020
C -0.1932 -2.8680 -1.6896  0.001
C 0.7789 -2.7716 -2.6706  0.000
F 0.8541 -1.6963 -3.4635  0.000
C 1.7344 -3.7486 -2.8700  0.000
F 2.6535 -3.5943 -3.8178  0.000
C 1.7346 -4.8822 -2.0863  0.001
F 2.6450 -5.8263 -2.2699  0.000
C 0.7829 -5.0113 -1.0978  0.000
F 0.7814 -6.0801 -0.3077  0.000
C -0.1501 -4.0105 -0.9059  0.001
F -0.9874 -4.1529 0.1307  0.000
C -3.4552 -0.0396 0.5269  0.000
C -2.3644 0.6210 1.3126  0.006
N -1.0487 0.0612 0.8978  -0.011
C -0.2802 -0.5410 1.9391  0.001
C 0.9710 -0.0879 2.3223  -0.001
F 1.5330 0.9716 1.7371  0.003
C 1.6995 -0.7126 3.3168  0.000
F 2.9064 -0.2576 3.6401  0.000
C 1.1739 -1.8012 3.9801  -0.001
F 1.8671 -2.4002 4.9381  0.000
C -0.0782 -2.2639 3.6355  0.000
F -0.5987 -3.3182 4.2552  0.000
C -0.7755 -1.6363 2.6253  -0.001
F -1.9757 -2.1380 2.2968  0.000
H -4.8811 1.0294 -1.4477  0.000
H -3.5056 2.0917 -1.0662  0.000
H -3.5479 1.2177 -2.6058  0.000
H -4.5281 -1.4926 -1.4015  0.000
H -3.4040 -1.0417 -2.6950  0.000
H -2.6655 -2.5859 -0.1788  0.001
H -2.7457 -3.2092 -1.8149  0.000
H -4.4207 0.4470 0.6866  0.000
H -3.5501 -1.0778 0.8241  0.000
H -2.3653 1.6950 1.1162  0.006
H -2.5195 0.5060 2.3849  0.000
Cl -1.2538 3.3224 -3.0289  0.004
C -1.0099 2.0783 -4.2359  0.000
Cl -0.9064 0.3911 -3.5869  0.002
H -0.0704 2.2544 -4.7381  0.000
H -1.8428 2.0691 -4.9223  0.000
Br 1.7786 2.0727 -2.3607  -0.003
C 2.2788 0.4813 -1.4819  -0.001
C 3.6258 0.1725 -1.4424  0.000
C 4.0233 -0.9527 -0.7455  0.000
C 3.0613 -1.7183 -0.1097  0.000
C 1.7449 -1.3343 -0.2182  0.000
N 1.3276 -0.2449 -0.9020  -0.001
H 4.3329 0.8153 -1.9453  0.000
H 5.0722 -1.2208 -0.6970  0.000
H 3.3139 -2.6017 0.4638  0.000
H 0.9686 -1.9089 0.2614  0.000
C -0.4630 3.5276 0.5293  0.514
C 0.5466 4.0160 1.3941  0.049
C 1.9158 3.7422 1.1922  0.111
C 2.8770 4.2505 2.0428  -0.012
C 2.5069 5.0469 3.1258  0.137
C 1.1606 5.3341 3.3448  -0.012
C 0.1962 4.8312 2.4927  0.114
H -1.4914 3.8527 0.6626  0.028
H -0.2460 2.8887 -0.3218  0.032
H 2.2072 3.1220 0.3512  0.004
H 3.9234 4.0288 1.8690  -0.004
H 3.2624 5.4473 3.7894  0.008
H 0.8684 5.9539 4.1835  -0.004
H -0.8519 5.0589 2.6577  0.004

Cartesian forces (eV/Å) of the 3 atoms listed first:
Tc -0.21 -1.03 0.75
C 0.08 -0.11 0.11
N 0.12 0.13 0.09

Calculated values
2S+1: 2
HOMO level (spin up / spin down): -9.6 / -11.2 eV
E_LUMO (spin up / spin down): -3.56 / -3.58 eV
total charge: +1
E_tot: -5950.13407 Eh
Kohn-Sham gap (spin up / spin down): 6.045 / 7.610 eV
<S²>: 0.856
largest force on an atom: 1.29 eV/A



[5]
C19H25Cl8F2NO | ωB97M-V/def2-TZVPD

Each line ends with the Löwdin charge.
CARTESIAN COORDINATES (ANGSTROEM)
F -26.1495 10.1055 -0.5209  0.064
C -25.3486 11.1479 -0.7793  -0.285
C -24.8038 11.8847 0.2663  -0.012
C -23.9741 12.9655 -0.0164  -0.084
C -23.7060 13.3163 -1.3315  -0.108
C -24.2719 12.5847 -2.3545  -0.123
C -25.1254 11.5198 -2.0960  -0.010
H -25.0877 11.6000 1.2713  0.116
H -23.5438 13.5697 0.7711  0.106
H -23.1889 14.2406 -1.5574  0.106
H -24.0992 12.8863 -3.3787  0.041
H -25.4534 10.8891 -2.9121  0.107
F -19.3560 15.4989 -5.4025  0.047
C -18.0350 15.6459 -5.5896  -0.286
C -17.2490 14.5587 -5.8951  -0.015
C -15.8620 14.7198 -5.9779  -0.084
C -15.2900 15.9542 -5.7692  -0.098
C -16.0869 17.0578 -5.4324  -0.078
C -17.4496 16.8873 -5.3439  -0.022
H -17.7345 13.5977 -6.0219  0.111
H -15.2855 13.8302 -6.1925  0.105
H -14.2278 16.0743 -5.9389  0.101
H -15.6070 18.0117 -5.2703  0.104
H -18.1324 17.6846 -5.0704  0.118
C -24.0894 10.4377 -5.7588  -0.071
N -25.2747 11.0693 -6.2813  0.010
C -25.4675 12.3955 -6.4087  -0.542
C -26.7731 12.8551 -7.0463  0.017
O -24.6273 13.2139 -6.0186  -0.001
H -23.2665 10.4759 -6.4793  0.033
H -24.2430 9.3816 -5.5462  0.097
H -23.7521 10.9377 -4.8561  0.062
H -26.0013 10.5378 -6.7353  0.125
H -27.3654 13.3175 -6.2636  0.091
H -27.2635 11.9934 -7.5008  0.074
H -26.4879 13.5475 -7.8318  0.073
Cl -22.3125 14.8421 -8.7143  0.536
C -23.8558 14.6128 -9.5769  -1.034
Cl -23.7701 14.9262 -11.3035  0.532
H -24.2207 13.6179 -9.3559  -0.014
H -24.5264 15.3654 -9.1768  0.021
Cl -20.4525 11.1882 -6.0774  0.531
C -21.2400 12.7632 -6.1219  -1.030
Cl -21.7732 13.2486 -4.5099  0.615
H -20.5278 13.4780 -6.5233  0.001
H -22.1053 12.7658 -6.7755  -0.056
Cl -22.4190 11.2235 -9.1453  0.536
C -23.9854 10.3805 -9.3894  -0.983
Cl -23.9120 9.5379 -10.9504  0.524
H -24.2753 9.7406 -8.5661  0.020
H -24.6847 11.2021 -9.5057  0.004
Cl -20.4480 9.1770 -2.7489  0.470
C -20.5830 10.9104 -2.3067  -1.053
Cl -20.4710 11.1530 -0.5708  0.520
H -19.7327 11.4321 -2.7265  0.011
H -21.5343 11.2774 -2.6638  -0.039

Cartesian forces (eV/Å) of the 3 atoms listed first:
F -0.07 -0.18 0.15
C 0.32 1.00 -0.31
C -0.23 -0.31 0.00

Calculated values
HOMO level: -9.2 eV
E_LUMO: 0.12 eV
E_tot: -4750.24581 Eh
SMILES: Fc1ccccc1.Fc1ccccc1.CNC(C)=O.ClCCl.ClCCl.ClCCl.ClCCl
Kohn-Sham gap: 9.336 eV
largest force on an atom: 1.98 eV/A